1.
DFT (ωB97M-V/def2-TZVPD) results for C13H25ClNO5PS in the gas phase.

```
47
Properties=species:S:1:pos:R:3:mulliken_charge:R:1
C -2.506 -0.628 2.073 -1.5361
C -1.666 0.157 1.049 -0.1565
C -2.082 -0.023 -0.426 0.7426
C -0.817 -0.196 -1.296 0.1768
C -0.230 -1.601 -1.076 -1.2174
C 1.272 -1.728 -1.346 -1.0899
C 2.127 -0.732 -0.548 0.5441
C 3.425 -1.322 0.028 -1.3391
N 3.752 -0.859 1.380 0.0467
C 2.811 -1.294 2.406 -0.8032
C 4.232 0.469 1.399 0.9440
C 3.433 1.545 2.105 -1.2190
O 5.240 0.748 0.794 -0.5897
C -1.031 -0.025 -2.796 -1.1375
O -1.694 1.187 -3.211 -0.3758
S -1.282 2.556 -2.453 0.6486
O -1.929 3.592 -3.207 -0.5504
O -2.189 2.321 -1.093 -0.4772
C -2.965 1.127 -0.917 -0.5908
P -4.295 1.623 0.292 0.0193
O -4.969 2.744 -0.680 -0.4291
Cl -5.489 -0.050 -0.078 -0.2721
H -3.239 -1.273 1.587 0.3899
H -3.063 0.036 2.734 0.3662
H -1.874 -1.251 2.707 0.4274
H -1.675 1.223 1.286 0.6549
H -0.622 -0.146 1.151 -0.4975
H -2.674 -0.939 -0.526 0.6724
H -0.076 0.535 -0.956 0.3243
H -0.448 -1.941 -0.060 0.4671
H -0.763 -2.289 -1.742 0.5608
H 1.467 -1.648 -2.418 0.3459
H 1.574 -2.742 -1.072 0.4984
H 2.389 0.122 -1.179 0.4264
H 1.525 -0.320 0.268 -0.4017
H 3.386 -2.414 0.042 0.4141
H 4.272 -1.056 -0.603 0.4196
H 2.672 -0.541 3.175 0.2892
H 1.830 -1.544 1.990 0.2137
H 3.196 -2.191 2.896 0.2718
H 3.345 1.370 3.176 0.4080
H 3.959 2.485 1.967 0.3292
H 2.428 1.611 1.683 0.2262
H -0.072 -0.075 -3.317 0.3280
H -1.658 -0.831 -3.179 0.3779
H -3.494 0.867 -1.833 0.7858
H -5.532 3.343 -0.177 0.3638
```

- Kohn-Sham gap (eV) = 9.81
- LUMO energy (eV) = 0.5
- HOMO energy (eV) = -9.27

---

2.
DFT (ωB97M-V/def2-TZVPD) results for C13H25F3NO4P2W as an isolated structure in a non-equilibrium geometry.

```
49
Properties=species:S:1:pos:R:3:lowdin_spin:R:1
C -0.482 0.799 -3.675 0.0952
C -0.680 0.514 -2.301 0.0216
N 0.143 1.154 -1.385 0.0651
C 1.092 2.016 -1.776 -0.0208
C 1.211 2.398 -3.111 0.0996
C 0.444 1.748 -4.073 -0.0158
C -1.644 -0.400 -1.824 0.2828
P -1.908 -0.708 -0.099 0.0607
W -0.156 0.683 0.681 1.1363
P 2.108 1.653 0.850 0.0345
C 1.932 2.640 -0.698 0.0169
O -0.938 -3.424 -4.631 0.0000
O -0.004 -5.303 -0.007 0.0000
H -1.118 0.273 -4.381 0.0037
H 1.901 3.204 -3.356 0.0059
H 0.586 1.974 -5.125 -0.0029
C -3.419 0.170 0.433 0.0277
C -2.193 -2.474 0.202 0.0120
H 2.958 2.839 -1.066 0.0016
H 1.513 3.620 -0.393 -0.0033
H -1.127 -4.314 -4.954 0.0000
H -2.148 -1.014 -2.567 0.0143
C 2.861 2.836 2.011 0.0005
C 3.437 0.459 0.503 -0.0020
H 1.114 -0.468 1.099 0.0193
H 0.137 -5.565 0.915 0.0000
H 0.723 -5.712 -0.492 0.0000
H 0.023 -3.413 -4.497 0.0000
H 0.515 1.977 1.725 0.0002
H 0.414 -0.937 1.226 0.0160
H -4.269 -0.501 0.267 0.0012
H -3.352 0.440 1.499 0.0011
H -3.538 1.077 -0.175 0.0009
H -3.201 -2.734 -0.146 -0.0004
H -1.435 -3.089 -0.287 0.0001
H -2.121 -2.625 1.289 0.0014
H 4.410 0.883 0.780 -0.0004
H 3.259 -0.459 1.094 0.0002
H 3.439 0.193 -0.563 0.0004
H 3.827 3.193 1.635 0.0003
H 2.184 3.684 2.134 -0.0004
H 2.994 2.343 2.983 0.0000
F -1.544 -0.420 5.972 -0.0001
C -1.684 0.268 4.804 -0.0005
F -3.002 0.226 4.438 0.0005
F -1.367 1.578 5.062 0.0000
C -0.804 -0.312 3.625 0.0117
O -0.160 -1.329 3.820 0.0106
O -0.929 0.365 2.533 0.1044
```

- Kohn-Sham gap (spin up / spin down) (eV) = 7.04 / 4.55
- net charge = +1
- LUMO energy (spin up / spin down) (eV) = -3.9 / -5.4
- energy relative to the best compared isomer or geometry (same formula, charge and spin) (kcal/mol) = 0.0
- multiplicity = 3
- HOMO energy (spin up / spin down) (eV) = -10.97 / -9.91

---

3.
DFT (ωB97M-V/def2-TZVPD) results for C13H25InNO5 as an isolated structure in a non-equilibrium geometry.

```
45
Properties=species:S:1:pos:R:3:mulliken_charge:R:1
In -0.852 -0.197 3.345 1.1968
C 2.010 3.374 3.117 -1.1090
C 1.148 2.143 3.152 1.0392
O -0.061 2.205 2.835 -0.6387
O 1.656 1.018 3.427 -0.6195
H 1.706 4.031 3.932 0.3332
H 1.811 3.832 2.148 0.3166
H 3.086 3.251 3.199 0.3382
C -4.811 1.018 1.454 -1.1007
C -3.393 0.995 2.045 0.8678
O -2.415 0.781 1.299 -0.4292
O -3.299 0.943 3.310 -0.5757
H -5.013 1.888 0.840 0.3042
H -5.592 0.911 2.204 0.3463
H -4.908 0.065 0.932 0.2960
C 2.137 0.810 -1.152 -1.5306
C 0.650 0.426 -1.225 1.4666
C 0.242 0.207 -2.679 -1.2860
C 0.627 -1.177 -3.193 -0.6720
C -0.122 -2.205 -2.332 -1.2409
C 0.382 -2.107 -0.894 1.4474
N 0.321 -0.729 -0.365 0.3712
O 0.716 -0.559 0.922 0.1503
C -0.580 -2.893 -0.001 -1.8550
C 1.827 -2.655 -0.784 -1.4714
C -0.191 1.620 -0.727 -1.8134
H 2.689 0.090 -1.771 0.3686
H 2.629 0.767 -0.180 0.3097
H 2.317 1.763 -1.643 0.4469
H -0.837 0.218 -2.868 0.3625
H 0.622 0.963 -3.368 0.4824
H 1.700 -1.336 -3.092 0.2691
H 0.298 -1.390 -4.210 0.4142
H -0.001 -3.217 -2.720 0.3898
H -1.200 -2.024 -2.354 0.4116
H -1.594 -2.527 0.134 0.3155
H -0.620 -3.941 -0.312 0.4368
H -0.114 -3.001 0.988 0.3896
H 2.419 -2.284 0.052 0.2219
H 1.775 -3.737 -0.622 0.4831
H 2.367 -2.593 -1.724 0.3528
H 0.050 1.908 0.294 0.1714
H -1.256 1.432 -0.848 0.3779
H -0.017 2.455 -1.411 0.4963
H 1.691 -0.541 0.847 0.1687
```

- Kohn-Sham gap (eV) = 3.47
- net charge = +1
- LUMO energy (eV) = -8.5
- energy relative to the best compared isomer or geometry (same formula, charge and spin) (kcal/mol) = 0.0
- HOMO energy (eV) = -11.92

---

4.
DFT (ωB97M-V/def2-TZVPD) results for C13H25N9O3 in the gas phase in a non-equilibrium geometry.

```
50
Properties=species:S:1:pos:R:3:mulliken_charge:R:1
O 6.440 -2.923 0.068 -0.6862
O -1.054 0.939 1.596 -0.6300
O 2.867 2.096 0.094 -0.5963
N -6.832 -0.894 0.355 -0.8400
N 4.561 0.739 -0.060 -0.6750
C 6.733 -1.967 -0.636 0.6376
C -0.179 0.552 0.878 0.6369
C 3.270 0.989 0.360 0.4275
C -6.508 0.254 -0.114 0.5768
C 4.958 -0.476 -0.065 0.2786
N 7.839 -2.086 -1.401 -0.4000
N -7.461 0.910 -0.797 -0.4554
N 6.219 -0.720 -0.505 -0.1192
N -5.333 0.860 0.107 -0.1062
N 4.190 -1.521 0.441 -0.1718
N -1.350 1.847 -2.282 -0.7950
N 1.104 0.382 1.439 0.2785
C 1.358 0.936 2.783 -1.1050
C -4.194 0.231 0.733 -1.5273
C -3.485 -0.679 -0.299 -0.2337
C -0.437 0.396 -0.607 -1.2057
C -2.846 0.127 -1.470 -1.5644
C 3.022 -1.280 1.277 -0.6532
C -1.713 1.097 -1.073 0.6861
C 2.281 -0.113 0.657 -0.2957
H -6.068 -1.402 0.766 0.2650
H 8.270 -3.013 -1.563 0.2572
H 8.141 -1.297 -1.962 0.1701
H -8.377 0.477 -0.708 0.3002
H -7.449 1.923 -0.695 0.2151
H 6.551 0.066 -1.072 0.3066
H -5.148 1.667 -0.488 0.2826
H 4.710 -2.401 0.587 0.3148
H -2.170 2.403 -2.593 0.2992
H -0.572 2.517 -2.027 0.2845
H 0.841 0.300 3.506 0.3153
H 1.045 1.983 2.828 0.3222
H 2.443 0.925 2.982 0.4214
H -4.537 -0.325 1.591 0.3589
H -3.478 0.912 1.137 0.4819
H -2.725 -1.313 0.146 0.3759
H -4.251 -1.338 -0.732 0.5348
H 0.415 0.735 -1.185 0.5251
H -0.560 -0.673 -0.798 0.3484
H -2.447 -0.625 -2.151 0.2158
H -3.609 0.638 -2.068 0.5463
H 3.307 -0.995 2.286 0.3796
H 2.352 -2.159 1.401 0.3513
H -2.140 1.791 -0.357 0.3354
H 2.005 -0.495 -0.309 0.3308
```

- SMILES = [H]/N=C(/N)NCCC[C@H](N)CC(=O)N(C)[C@@H]1CNC(NC(N)=O)=NC1=O
- Kohn-Sham gap (eV) = 8.51
- LUMO energy (eV) = 0.2
- energy relative to the best compared isomer or geometry (same formula, charge and spin) (kcal/mol) = 0.0
- HOMO energy (eV) = -8.28